# 1
Below is the molecule C6H8OS, with properties calculated with the ωB97M-V functional and the def2-TZVPD basis.

Geometry (Å):
1 O -1.994 1.849 0.737
2 C -1.208 1.742 -0.155
3 C 0.036 0.864 -0.081
4 S 0.059 -0.190 1.439
5 C 0.699 -1.699 0.558
6 C 1.178 -1.094 -0.688
7 C 0.962 -0.903 -2.187
8 C 0.076 -0.224 -1.130
9 H -1.201 2.376 -1.077
10 H 0.877 1.559 -0.161
11 H -0.117 -2.400 0.386
12 H 1.566 -2.143 1.057
13 H 2.079 -0.438 -0.525
14 H 0.402 -1.592 -2.778
15 H 1.799 -0.450 -2.696
16 H -0.853 -0.777 -1.038

Force components x, y, z for each atom (eV/Å):
-0.6 0.2 -0.1
1.3 0.1 0.2
-0.6 0.3 -0.6
0.2 0.0 0.4
0.5 -0.8 0.3
1.7 1.4 -1.4
-0.6 0.0 1.0
0.0 0.6 -0.7
-0.4 -0.2 0.2
0.1 -0.1 0.2
0.1 -0.1 0.3
-0.6 -0.1 0.6
-0.8 -0.7 0.4
-0.3 -0.4 -0.4
0.0 0.2 0.0
-0.2 -0.1 -0.3

- SMILES string: O=C[C@H]1SC[C@H]2C[C@@H]21
- Max |F|: 0.0510 Eh/bohr
- ΔE to the lowest compared entry with this formula, charge and spin: 296.7 kJ/mol
- Spin multiplicity: 1
- Highest occupied orbital energy: -8.872 eV



# 2
Below is the molecule C6H8OS, with properties calculated with the ωB97M-V functional and the def2-TZVPD basis.

Geometry (Å):
1 C 2.677 -0.029 -0.157
2 C 1.312 -0.044 -0.005
3 C 0.629 -0.433 1.242
4 C -0.829 -0.356 0.943
5 O -1.429 0.932 0.716
6 C -0.491 1.485 -0.324
7 C 0.289 0.269 -0.927
8 S -1.016 -0.976 -0.736
9 H 3.471 -0.214 0.550
10 H 2.939 0.429 -1.162
11 H 0.901 0.113 2.147
12 H 0.771 -1.602 1.368
13 H -1.638 -0.880 1.452
14 H 0.328 2.190 0.110
15 H -1.136 2.175 -1.143
16 H 0.518 0.596 -1.916

Force components x, y, z for each atom (eV/Å):
-2.6 1.6 -2.4
4.9 -0.9 1.7
-0.3 -3.1 1.8
-3.8 0.0 -0.9
3.1 1.6 -0.5
-1.0 2.8 -0.3
-2.8 2.2 -1.9
0.9 -1.5 -1.2
-0.4 -0.1 0.2
0.3 -0.9 1.3
0.2 -0.1 -0.1
0.1 2.3 0.3
0.8 -0.2 1.0
-1.7 -1.0 -0.3
1.6 -2.2 2.2
0.5 -0.4 -0.9

- SMILES string: C=C1C[C@H]2OC[C@@H]1S2
- Max |F|: 0.1024 Eh/bohr
- ΔE to the lowest compared entry with this formula, charge and spin: 257.7 kJ/mol
- Spin multiplicity: 1
- Highest occupied orbital energy: -8.710 eV



# 3
Below is the molecule C6H8OS, with properties calculated with the ωB97M-V functional and the def2-TZVPD basis.

Geometry (Å):
1 O 0.082 -1.904 -0.903
2 C 0.096 -1.195 0.359
3 C 1.237 -0.109 0.372
4 C 0.791 1.308 -0.044
5 C -0.451 1.719 -0.435
6 C -1.351 0.549 -0.604
7 S -2.859 -0.223 0.085
8 C -1.114 -0.345 0.579
9 H 0.847 -2.468 -0.893
10 H 0.205 -1.880 1.211
11 H 1.612 -0.017 1.397
12 H 2.109 -0.427 -0.231
13 H 1.596 2.054 0.047
14 H -0.627 2.688 -0.899
15 H -1.159 0.088 -1.577
16 H -1.015 0.162 1.536

Force components x, y, z for each atom (eV/Å):
-0.7 0.8 1.1
0.4 -0.5 -0.4
-0.5 0.4 0.2
-0.3 0.9 -0.1
1.3 -0.4 -0.2
0.2 -0.4 0.4
0.4 0.2 0.0
-0.7 -0.2 -1.0
0.4 -0.4 -0.1
0.3 -0.2 -0.3
0.0 -0.1 0.0
-0.5 0.1 0.1
-0.4 -0.3 -0.3
0.0 0.0 0.5
-0.1 -0.2 0.4
0.1 0.2 -0.2

- SMILES string: O[C@H]1CC=C[C@@H]2S[C@H]21
- Max |F|: 0.0297 Eh/bohr
- ΔE to the lowest compared entry with this formula, charge and spin: 239.0 kJ/mol
- Spin multiplicity: 1
- Highest occupied orbital energy: -8.607 eV